# 1
ORCA calculation (wB97M-V/def2-TZVPD) on a molecular structure, C25H43IrN4O3SSb2.

```
79
Properties=species:S:1:pos:R:3:mulliken_charge:R:1
C -5.75 0.39 0.86 -0.70
H 4.55 -5.90 -3.37 0.46
O -1.19 2.61 1.14 -0.68
H -5.93 0.25 1.92 0.39
C -2.04 2.78 -2.10 -1.11
C 2.53 -0.26 -2.31 -0.86
H 3.98 -1.98 1.03 0.77
C -0.78 2.15 -2.60 0.97
C -0.54 5.22 1.92 -0.83
H -0.78 3.39 -4.36 0.44
H 3.50 0.23 -2.28 0.48
H -3.93 2.37 5.04 0.42
H 5.62 -1.91 -2.20 0.48
H -4.22 -0.34 -0.42 0.27
H -0.14 1.75 -4.58 0.32
O -0.19 1.24 -1.99 -0.95
H -4.68 1.65 2.80 0.17
H 1.34 0.20 2.25 0.46
C -0.20 2.60 -3.90 -1.26
H -5.32 2.52 0.90 0.23
C 0.62 -4.00 -2.21 -1.40
N 0.41 4.25 1.32 0.11
N -4.37 -0.06 0.54 -0.15
H 5.88 -3.82 -3.72 0.45
H -0.26 -3.57 -2.69 0.51
H -0.54 -5.29 0.51 0.53
C 2.63 -4.18 0.45 -1.34
H 1.50 -3.79 -2.82 0.37
N -3.20 0.18 2.56 -0.10
H 0.82 2.95 -3.73 0.33
C 4.18 -2.88 -0.94 1.34
C -4.11 0.98 3.43 -0.18
H -0.04 6.18 2.03 0.33
H -2.73 1.09 5.10 0.43
Ir -0.47 0.62 0.03 2.71
C 2.63 3.69 0.62 -1.29
C -6.01 1.82 0.43 -0.95
S -1.90 -1.04 0.57 -0.67
H 2.28 -5.17 0.73 0.73
H -1.40 5.33 1.26 0.30
C 2.16 -0.40 1.88 -1.44
O 2.94 1.46 -0.14 -0.69
C 3.47 -4.09 -0.71 0.21
H -0.72 -4.01 1.75 0.41
H -2.34 2.40 -1.14 0.05
H -0.88 4.87 2.89 0.32
N 0.86 2.11 0.47 -0.50
H 1.76 0.35 -2.74 0.01
C -0.72 -4.23 0.68 -1.37
C 5.04 -2.81 -2.04 -0.61
C 4.44 -5.07 -2.69 -0.62
H -5.92 1.93 -0.66 0.35
H -1.91 3.87 -2.06 0.38
H -2.82 2.60 -2.85 0.44
H 0.48 -5.08 -2.12 0.47
H 3.66 3.96 0.47 0.58
C -3.30 -0.19 1.30 0.59
H 3.13 0.05 2.09 0.48
H 2.93 -3.60 1.32 0.42
C 3.58 -5.16 -1.63 -0.69
H 2.09 -1.43 2.22 0.45
H -6.41 -0.29 0.33 0.39
C 1.73 4.57 1.12 0.02
C 2.17 2.39 0.30 0.95
H -7.03 2.11 0.70 0.36
C 4.00 -1.73 -0.03 -1.86
Sb 2.11 -0.48 -0.24 0.60
H -1.67 -3.95 0.24 0.41
H 3.01 -6.07 -1.46 0.50
H 4.76 -0.96 -0.22 0.73
H 2.57 -1.26 -2.74 0.30
H 2.02 5.57 1.40 0.44
Sb 0.81 -3.15 -0.28 0.86
C -0.02 3.01 1.00 -0.24
H -4.79 0.30 3.94 0.35
H -2.34 -0.11 3.00 0.27
C 5.18 -3.88 -2.89 -0.67
H -2.57 2.41 3.91 0.23
C -3.28 1.75 4.43 -1.41
```

Calculated values
- E (a.u.) = -2405.2004
- multiplicity = 2
- energy relative to the best compared isomer or geometry (same formula, charge and spin) (kcal/mol) = 41.73
- M (u) = 915.45
- gap between HOMO and LUMO (spin up / spin down) (eV) = 5.91 / 4.94
- HOMO energy (spin up / spin down) (eV) = -15.376 / -15.407
- ⟨S²⟩ = 0.832
- largest force on an atom (eV/Å) = 1.74
- total charge = +3

***

# 2
ORCA calculation (wB97M-V/def2-TZVPD) on 4 unconnected molecules or ions with the total composition C15H38BrN3O7P.

```
65
Properties=species:S:1:pos:R:3:mulliken_charge:R:1
Br -3.88 -2.59 3.33 -0.13
H 0.89 -1.19 1.22 0.01
N -4.06 -1.28 0.51 0.05
O 2.56 -5.19 -0.09 -0.39
C 1.30 -4.88 0.48 -0.50
H 2.53 -0.03 3.34 0.29
H 0.15 -5.37 -1.27 0.42
H -4.30 -2.26 -2.61 0.24
H 0.96 6.93 -2.43 0.24
H -7.12 0.14 0.69 0.28
O 0.59 -3.33 -1.27 -0.16
H 0.81 -0.16 -0.24 0.31
H 1.29 4.04 -2.26 0.35
C 1.22 -0.25 0.78 -0.47
H 0.46 5.48 1.28 0.40
H -2.89 0.38 -0.75 0.25
N -3.30 -0.24 -1.44 -0.31
H 0.96 -5.76 1.03 0.40
H -5.44 0.93 0.81 0.27
H -0.52 3.32 0.75 0.34
H -0.51 5.98 -2.15 0.30
H -0.95 5.69 0.23 0.35
H 3.21 1.17 4.48 0.33
H 4.31 -4.38 -0.72 0.28
H 0.46 -3.87 -3.28 0.27
N -4.44 -2.24 -1.61 -0.22
H 1.46 1.14 4.15 0.24
C 0.09 3.82 0.00 0.09
C 0.22 6.65 -1.69 -0.69
C 3.49 -4.13 -0.04 -0.60
C -3.93 -1.28 -0.87 0.18
C 2.45 1.00 3.71 -0.73
C 0.51 3.27 -2.27 -0.69
P -3.25 -2.74 1.26 0.18
H 0.84 0.57 1.39 0.42
C 1.20 -3.55 -2.54 -0.92
H 1.11 3.44 0.07 0.01
H -5.98 -2.04 1.25 0.51
C 0.08 5.31 0.27 -0.75
O 2.58 1.94 2.66 -0.36
H 1.63 -2.60 -2.85 0.27
H 3.90 -4.02 0.98 0.31
C -6.05 0.04 0.80 -0.82
O 0.91 6.02 -0.63 -0.38
C -5.47 -1.15 0.87 -0.19
H 2.45 1.66 0.00 -0.34
H 4.42 1.06 2.28 0.37
H 4.12 2.64 1.53 0.42
O 2.63 -0.27 0.73 -0.32
H -1.47 -1.96 0.36 0.29
H 4.04 0.89 -0.17 0.40
H -0.29 7.55 -1.34 0.32
C 3.66 1.68 1.78 -0.66
H 3.05 -3.17 -0.34 0.19
H -0.69 -4.36 -0.08 0.11
H -2.65 -0.42 -2.19 0.31
H 1.40 -4.05 1.20 0.23
O -1.70 -2.29 1.24 -0.21
O -0.46 3.49 -1.27 -0.42
C 3.19 1.02 0.51 0.09
C 0.27 -4.53 -0.57 -0.23
H 0.01 3.29 -3.24 0.29
H 1.99 -4.30 -2.47 0.37
H -5.01 -2.95 -1.17 0.27
H 0.99 2.29 -2.14 0.22
```

Calculated values
- E (a.u.) = -4200.2844
- energy relative to the best compared isomer or geometry (same formula, charge and spin) (kcal/mol) = 0.00
- M (u) = 483.36
- gap between HOMO and LUMO (eV) = 7.23
- HOMO energy (eV) = -11.171
- largest force on an atom (eV/Å) = 1.49
- total charge = +1

***

# 3
ORCA calculation (wB97M-V/def2-TZVPD) on a molecular structure, C56H50N7PTa.

```
115
Properties=species:S:1:pos:R:3:mulliken_charge:R:1
C -2.45 -0.08 2.52 1.79
C 3.72 -1.70 -4.00 0.23
H -1.34 -0.12 5.14 0.66
C 3.50 -0.18 3.57 -1.05
C 1.11 -0.24 -2.79 0.49
H -2.03 -5.53 0.88 0.36
H -0.73 -5.54 2.08 0.36
N 1.18 5.07 0.37 0.14
H 1.72 -5.52 1.32 0.35
C 5.23 0.50 -4.79 -0.89
H -4.98 2.51 -5.44 0.43
C -2.86 0.07 -1.04 0.48
H 1.50 5.14 -1.74 0.39
C 4.21 -0.31 0.75 -1.61
C 2.44 -0.33 -2.37 1.28
H 5.02 -2.35 5.68 0.43
C -2.44 0.11 -2.37 1.85
C 2.44 -0.16 2.52 1.37
P 0.01 2.52 0.04 2.48
C 3.49 -0.45 -3.43 -1.03
C -1.21 3.42 1.15 -1.45
C -4.84 1.03 5.23 -0.88
C 4.21 -0.38 -0.61 -1.67
H -1.66 6.35 -0.43 0.30
H -3.20 2.34 -3.75 0.39
H -5.63 -2.26 5.06 0.43
H -1.00 3.18 2.19 0.43
C 4.18 0.97 3.92 0.25
C 4.72 -1.84 -4.96 -0.88
C -1.12 -0.11 2.93 0.08
C -4.77 1.55 -4.98 -0.92
H 0.27 3.17 -2.32 0.50
H -1.46 -5.49 -1.63 0.36
H -5.07 0.10 1.41 0.64
C 4.78 -1.42 5.19 -0.86
C 1.39 -5.85 0.33 -1.53
C -4.21 0.08 0.76 -1.62
H -3.36 2.01 4.03 0.45
H 6.25 -0.86 -6.09 0.42
H 5.81 1.36 -5.10 0.42
H -3.88 -2.18 3.32 0.50
C 0.68 -0.12 4.29 -1.63
H -1.34 0.03 -4.99 0.65
H -3.99 -1.85 -3.33 0.50
H 1.39 -6.94 0.32 0.44
C -5.50 0.43 -5.34 -0.49
H 2.11 -5.50 -0.42 0.35
H 2.01 5.61 0.60 0.36
H -5.77 -1.68 -5.04 0.43
N -2.03 -0.06 0.07 0.27
C -2.86 -0.04 1.19 0.29
H 1.34 -0.26 -4.99 0.66
C -3.51 -0.08 3.57 -1.21
C 2.86 -0.21 1.18 0.32
C -0.46 3.42 -1.54 -1.54
C -5.48 -0.17 5.53 -0.48
C 0.05 5.46 1.34 -0.77
C -0.69 -0.12 4.29 -1.56
C 2.86 -0.31 -1.04 0.46
Ta -0.02 -0.61 0.07 0.47
C -1.11 0.00 -2.78 0.18
H 5.06 -0.35 1.42 0.64
C -4.22 -0.90 -3.79 0.15
H 5.06 -0.48 -1.27 0.65
N 0.00 -0.14 -1.95 0.52
C 5.16 0.94 4.90 -0.86
H 0.64 6.55 -1.07 0.37
H 3.13 -2.56 -3.69 0.55
H 3.27 -2.29 3.94 0.52
C 1.48 3.61 0.46 -1.67
C -5.21 -0.80 -4.75 -0.86
N -1.17 4.86 0.96 0.26
H -2.22 3.06 0.92 0.53
H 4.90 -2.82 -5.40 0.42
N -0.52 4.86 -1.36 0.25
C -0.03 -5.36 0.02 1.87
C -4.15 -1.28 3.86 0.20
C 5.47 -0.75 -5.35 -0.48
H -0.03 6.55 1.31 0.36
N 2.03 -0.22 0.07 0.59
C 1.11 -0.14 2.93 0.61
H 1.34 -0.13 5.14 0.64
C 0.73 5.46 -1.05 -0.79
H 3.95 1.91 3.42 0.38
C -5.13 -1.32 4.84 -0.86
C -0.04 -2.68 0.05 -0.13
H 5.69 1.84 5.17 0.43
H -5.06 0.25 -1.27 0.65
C -0.03 -3.91 0.03 0.01
C -0.46 -5.84 -1.38 -1.52
C -3.86 1.07 4.26 0.24
H 6.22 -0.29 6.31 0.42
C -4.21 0.15 -0.61 -1.59
C 5.46 -0.26 5.54 -0.50
C -3.49 0.24 -3.42 -1.25
C 4.24 0.64 -3.83 0.29
H 0.36 5.15 2.34 0.37
C 0.68 -0.19 -4.14 -1.68
H -6.28 0.50 -6.08 0.42
N -0.01 -0.14 2.10 0.37
H 0.23 -5.49 -2.15 0.34
H -1.01 -6.96 1.07 0.43
C 3.80 -1.38 4.21 0.27
H -1.43 3.05 -1.87 0.37
H -2.50 4.82 -0.67 0.37
C -3.77 1.46 -4.02 0.33
H -0.46 -6.93 -1.39 0.43
C -0.68 -0.04 -4.14 -1.60
H 1.81 3.38 1.47 0.58
H 4.05 1.62 -3.39 0.45
C -1.02 -5.87 1.08 -1.55
H -5.12 1.93 5.77 0.43
H -6.24 -0.20 6.29 0.43
H 2.30 3.38 -0.23 0.57
C -1.54 5.27 -0.40 -0.91
```

Calculated values
- E (a.u.) = -2944.8203
- energy relative to the best compared isomer or geometry (same formula, charge and spin) (kcal/mol) = 3.48
- M (u) = 1032.99
- gap between HOMO and LUMO (eV) = 5.40
- HOMO energy (eV) = -14.730
- largest force on an atom (eV/Å) = 1.51
- total charge = +3

***

# 4
ORCA calculation (wB97M-V/def2-TZVPD) on a single H4NO2PS molecule.

```
9
Properties=species:S:1:pos:R:3:mulliken_charge:R:1
O -2.30 1.01 0.33 -0.59
H -1.98 -1.08 1.61 0.28
H -0.46 -1.78 0.97 0.28
P 0.65 1.35 0.02 -0.08
O -1.38 -0.41 -1.39 -0.59
H -0.04 2.41 0.18 0.10
N -1.07 -0.86 1.11 -0.49
S -1.21 0.20 -0.09 0.96
H 0.89 1.30 -1.40 0.13
```

Calculated values
- E (a.u.) = -947.1098
- energy relative to the best compared isomer or geometry (same formula, charge and spin) (kcal/mol) = 99.42
- M (u) = 113.08
- gap between HOMO and LUMO (eV) = 10.62
- HOMO energy (eV) = -10.147
- largest force on an atom (eV/Å) = 4.62
- SMILES string = NS(=O)(=O)P
- total charge = 0

***

M of number 3 (C56H50N7PTa)? 1032.99 u

***

Which of these has the highest E? H4NO2PS

***

The highest M belongs to which entry? C56H50N7PTa

***

Look up the E of the first one. -2405.2004 a.u.